This record from the OMol25 dataset describes a structure of composition C27H24N3NiO2S6Sb. The level of theory is ωB97M-V with the def2-TZVPD basis set.

Computed properties:
Maximum force in eV/A: 0.897
Net charge: -2
HOMO energy in eV: -0.1

Geometry as XYZ:
```
64
Properties=species:S:1:pos:R:3:mulliken_charge:R:1
Ni 0.6762 -0.8923 0.6736 -1.050
S -2.9996 -1.1133 4.8797 -0.798
Sb -0.7348 -1.0967 4.3257 0.289
S 1.0235 1.3714 2.2629 -0.315
S -0.6890 -2.0604 2.0864 -0.828
S -0.3227 1.3329 3.8477 -0.418
S 4.9774 -0.7033 1.5860 -0.451
C 4.3555 -1.7918 2.7816 0.990
C 5.0302 -2.3566 3.8588 -0.640
C 4.3342 -3.2307 4.6709 -0.334
C 2.9989 -3.5415 4.3958 -0.849
C 2.3319 -2.9817 3.3241 -0.307
C 3.0111 -2.0751 2.5130 -0.665
N 2.5047 -1.4152 1.3907 0.477
C 3.4230 -0.6940 0.8208 0.623
C 3.0979 0.0421 -0.3918 0.840
C 4.0225 0.7576 -1.1444 -0.652
C 3.6165 1.3508 -2.3302 -1.047
C 2.2890 1.2156 -2.7305 -1.183
C 1.3747 0.5305 -1.9352 0.475
C 1.7382 -0.0739 -0.7248 -0.368
H 6.0685 -2.1156 4.0495 0.351
H 4.8288 -3.6756 5.5262 0.348
H 2.4654 -4.2270 5.0418 0.398
H 1.2978 -3.2095 3.0950 0.535
H 5.0502 0.8536 -0.8069 0.375
H 4.3193 1.9153 -2.9314 0.344
H 1.9607 1.6595 -3.6664 0.475
H 0.3393 0.4825 -2.2635 1.222
N -0.9261 -0.0414 0.0016 0.034
S -1.1067 1.5145 -0.1269 0.162
C -2.3588 2.0212 1.0483 0.184
C -2.7759 3.3471 1.0414 -0.413
C -3.7496 3.7476 1.9388 -0.627
C -4.2805 2.8255 2.8404 -0.448
C -3.8305 1.5164 2.8549 -0.648
C -2.8555 1.1024 1.9509 0.294
C -2.1316 1.7019 -1.6164 0.361
C -1.5953 2.4148 -2.6789 -0.206
C -2.3005 2.5153 -3.8729 -0.644
C -3.5370 1.8999 -3.9986 -0.399
C -4.0727 1.1922 -2.9282 -0.692
C -3.3756 1.0966 -1.7355 -0.470
H -1.7579 -0.5945 -0.1776 0.279
H -2.3363 4.0539 0.3455 0.374
H -4.0872 4.7777 1.9451 0.326
H -5.0314 3.1437 3.5545 0.364
H -4.1749 0.8023 3.5930 0.187
H -2.4710 0.0870 1.9868 0.239
H -0.6219 2.8785 -2.5654 0.389
H -1.8814 3.0709 -4.7035 0.389
H -4.0863 1.9702 -4.9300 0.369
H -5.0369 0.7087 -3.0252 0.375
H -3.7928 0.5529 -0.8957 0.408
N 1.3730 -2.3662 -3.5718 -0.702
C -0.0508 -2.1676 -3.8287 -0.238
C -0.8846 -2.2816 -2.5560 0.480
O -2.0592 -2.0172 -2.5456 -0.650
O -0.2217 -2.6914 -1.4841 -0.254
H 1.8860 -2.4779 -4.4358 0.256
H 0.7030 -2.8573 -1.7430 0.301
H 1.7542 -1.5453 -3.1046 0.096
H -0.4105 -2.9530 -4.4964 0.451
H -0.3042 -1.2057 -4.2852 0.232
```